1.
A 7-piece molecular cluster, C51H79BFI2N2O22S overall, computed with ωB97M-V/def2-TZVPD.

The geometry in XYZ format:
```
159
Properties=species:S:1:pos:R:3:forces:R:3
C -1.977 -0.454 -5.325 0.0 -0.1 0.2
C -1.323 -0.486 -4.320 0.1 1.0 0.0
C -0.410 -0.225 -3.208 -0.1 -1.5 -1.3
N -0.995 0.541 -2.037 0.6 -0.6 -0.2
C -0.958 1.954 -2.563 0.0 1.1 -1.0
C -1.634 3.177 -1.986 -0.4 0.5 0.7
N -2.244 3.431 -0.908 0.2 -0.8 -0.4
C -2.394 0.118 -1.624 -0.6 0.4 0.5
B -3.699 0.624 -2.485 -0.8 0.4 -0.6
O -4.144 0.023 -3.658 0.6 -0.6 0.8
C -4.647 1.791 -1.981 0.2 -0.5 0.1
C -4.782 2.898 -3.055 0.0 0.0 -0.1
C -2.500 -1.317 -1.032 -0.4 0.0 -1.1
C -2.187 -2.536 -1.943 -0.1 -0.1 0.0
C -3.176 -2.951 -3.043 0.9 -1.4 -0.4
C -2.594 -4.286 -3.651 -0.4 0.7 -0.4
C -1.915 -4.079 -4.999 0.1 -0.4 0.3
O -0.584 -3.627 -4.742 0.0 0.4 0.1
C -3.951 -1.594 -0.560 0.4 0.2 1.9
C -4.311 -0.909 0.757 -1.9 -0.5 -0.7
C -5.765 -0.556 0.927 2.1 0.9 -0.4
O -4.702 0.432 0.686 0.0 0.0 0.3
O -1.757 -1.284 0.188 0.0 0.5 0.0
C -0.396 -0.888 0.158 1.1 -2.0 -0.2
C 0.378 -2.221 -0.219 -0.3 0.0 -0.7
C -0.181 -3.528 0.359 0.6 -1.2 0.1
C 0.449 -4.041 1.653 -0.4 1.2 0.2
F -0.040 -5.304 1.931 -0.1 0.0 -0.2
C 0.027 -0.548 1.611 0.0 0.4 1.1
I 2.015 -0.976 2.353 -0.3 0.1 -0.8
C -0.753 0.063 2.519 -0.1 -0.2 -0.3
C -2.128 0.612 2.274 0.2 0.7 0.8
I -0.212 0.477 4.529 -0.3 -0.1 -0.4
C -0.016 0.303 -0.874 1.6 0.9 1.9
S 0.079 1.911 0.104 -0.5 0.3 -0.2
C 1.474 0.100 -1.291 1.4 0.2 0.7
C 2.257 1.256 -1.894 -0.1 -0.2 -1.3
C 2.742 1.134 -3.138 -0.3 -0.1 0.6
H -2.642 -0.451 -6.157 0.1 -0.1 0.0
H 0.433 0.327 -3.622 -0.1 0.3 0.4
H 0.002 -1.189 -2.919 -0.2 0.2 0.5
H 0.085 2.251 -2.713 0.1 -0.3 0.4
H -1.318 1.900 -3.600 -0.3 -0.3 0.2
H -1.512 4.041 -2.647 0.1 -0.3 -0.3
H -2.297 2.580 -0.342 -0.2 0.3 0.3
H -2.535 0.712 -0.714 0.0 0.0 -0.1
H -4.950 -0.474 -3.476 -0.4 0.3 -0.4
H -4.401 2.167 -0.991 -0.1 0.2 -0.1
H -5.632 1.311 -1.884 0.0 0.1 0.2
H -5.646 2.720 -3.695 0.1 -0.1 0.0
H -4.921 3.882 -2.608 0.1 -0.1 0.1
H -3.912 2.951 -3.714 0.0 0.1 0.0
H -1.214 -2.558 -2.433 -0.1 0.3 0.2
H -2.171 -3.388 -1.260 0.1 0.1 0.1
H -4.169 -3.228 -2.696 -0.1 0.5 0.3
H -3.215 -2.256 -3.875 -0.3 0.3 0.3
H -3.418 -4.984 -3.803 0.1 -0.1 0.1
H -1.853 -4.711 -2.973 -0.1 -0.3 0.0
H -2.494 -3.363 -5.592 0.2 0.1 0.0
H -1.868 -5.021 -5.554 0.0 0.0 0.0
H -0.234 -3.215 -5.536 0.0 0.0 -0.1
H -4.750 -1.435 -1.279 0.2 0.1 -0.3
H -3.989 -2.644 -0.249 0.1 -0.2 -0.5
H -3.790 -1.248 1.641 0.2 0.2 -0.1
H -6.147 -0.433 1.929 -0.5 -0.3 -0.1
H -6.371 -0.608 0.034 -0.6 -0.3 0.4
H 0.347 -2.346 -1.305 -0.2 0.1 0.2
H 1.446 -2.175 -0.025 -0.1 0.1 0.3
H -1.258 -3.594 0.492 0.0 0.5 0.0
H 0.057 -4.310 -0.376 -0.1 0.1 -0.1
H 1.538 -4.056 1.623 0.0 -0.2 -0.1
H 0.135 -3.390 2.475 0.2 -0.1 0.1
H -2.156 1.621 2.698 0.0 0.0 -0.1
H -2.842 0.057 2.884 -0.1 0.0 -0.2
H -2.431 0.701 1.242 0.1 -0.3 0.1
H 1.229 1.734 0.779 -0.1 -0.5 -0.2
H 1.700 -0.779 -1.893 -0.4 0.0 -0.1
H 1.978 -0.112 -0.340 -0.3 -0.1 0.1
H 2.517 2.160 -1.359 -0.8 0.2 0.2
H 3.052 1.978 -3.739 0.8 -0.1 0.3
H 2.885 0.133 -3.534 -0.7 0.1 -0.6
C -3.341 5.680 7.699 0.0 0.1 -0.3
C -3.114 4.190 7.624 0.0 0.5 0.1
C -1.698 3.770 7.324 0.1 -0.2 0.1
O -1.897 2.484 6.693 -0.2 0.3 0.0
C -3.121 2.520 6.108 0.1 -0.1 0.0
O -3.524 1.698 5.343 0.0 0.0 -0.1
O -3.814 3.608 6.501 0.1 -0.2 0.0
H -4.391 5.916 7.525 0.0 -0.1 0.1
H -3.054 6.062 8.678 0.0 0.0 0.0
H -2.758 6.207 6.943 0.0 0.0 0.0
H -3.489 3.703 8.529 0.0 -0.1 0.0
H -1.078 3.673 8.205 0.1 -0.2 0.0
H -1.206 4.430 6.608 0.0 0.1 0.0
C -6.821 3.061 1.480 -0.1 -0.2 -0.1
C -7.738 3.618 2.542 0.2 -0.2 -0.3
C -7.490 3.108 3.942 0.1 0.2 0.2
O -8.784 3.245 4.541 0.0 0.0 -0.1
C -9.705 3.138 3.547 0.0 0.0 0.0
O -10.871 3.014 3.715 0.0 0.0 0.0
O -9.095 3.187 2.332 0.0 0.1 0.2
H -7.280 3.146 0.494 0.0 0.2 0.0
H -5.871 3.595 1.473 0.0 0.0 0.0
H -6.615 2.004 1.651 0.0 0.0 0.0
H -7.732 4.711 2.515 0.0 0.0 0.1
H -6.749 3.684 4.491 -0.1 0.0 0.1
H -7.214 2.051 3.962 0.1 0.0 -0.1
C 0.695 -8.180 1.981 0.3 -0.2 0.2
C 1.323 -9.185 1.044 -0.2 0.3 0.3
C 1.558 -10.561 1.618 -0.1 -0.2 -0.1
O 2.662 -11.028 0.830 0.0 0.1 0.1
C 3.367 -9.937 0.436 0.1 0.0 0.0
O 4.439 -9.969 -0.068 0.0 0.0 0.0
O 2.669 -8.801 0.702 0.0 -0.2 -0.1
H 0.921 -7.174 1.658 -0.1 0.1 -0.2
H -0.386 -8.306 2.016 0.0 0.0 0.0
H 1.086 -8.290 2.995 0.0 0.0 0.0
H 0.752 -9.240 0.112 0.0 -0.1 0.0
H 0.704 -11.227 1.514 0.1 -0.1 -0.1
H 1.872 -10.532 2.663 -0.1 0.1 0.0
C 8.452 -1.526 -4.812 0.0 0.1 -0.2
C 7.444 -0.790 -3.962 0.4 -0.3 -0.3
C 6.004 -1.185 -4.181 -0.1 -0.1 0.2
O 5.304 0.015 -3.801 0.3 -0.1 -0.1
C 6.146 1.055 -4.040 0.1 0.0 0.0
O 5.820 2.199 -4.022 -0.1 0.1 0.0
O 7.394 0.613 -4.307 -0.4 -0.2 0.3
H 9.371 -0.949 -4.901 0.0 0.0 0.1
H 8.687 -2.495 -4.373 0.0 0.0 0.0
H 8.073 -1.690 -5.822 0.0 0.0 0.0
H 7.719 -0.857 -2.906 -0.1 0.1 0.0
H 5.688 -2.025 -3.566 -0.1 0.1 0.1
H 5.778 -1.396 -5.228 0.1 0.0 0.0
C 4.677 1.643 6.994 0.0 0.1 -0.2
C 3.552 2.376 7.684 0.4 -0.2 -0.2
C 2.163 1.873 7.371 -0.1 -0.2 0.2
O 1.371 3.041 7.584 -0.1 0.1 0.0
C 2.162 4.120 7.337 0.1 0.1 0.0
O 1.759 5.232 7.233 -0.1 0.0 0.0
O 3.454 3.740 7.221 -0.2 0.0 0.1
H 5.566 2.270 6.943 0.0 0.0 0.1
H 4.924 0.727 7.531 0.0 0.0 0.0
H 4.406 1.378 5.970 0.0 0.0 0.0
H 3.727 2.406 8.763 -0.1 0.0 0.0
H 1.840 1.063 8.020 -0.1 0.1 0.1
H 2.048 1.569 6.328 0.2 0.0 0.0
C 8.076 5.456 -5.194 0.2 0.1 0.1
C 8.634 4.384 -6.099 -0.1 0.3 0.3
C 8.906 3.058 -5.435 -0.1 -0.2 -0.2
O 9.948 2.519 -6.262 0.0 0.1 0.1
C 10.625 3.572 -6.794 0.1 0.0 0.0
O 11.657 3.487 -7.371 0.0 0.0 0.0
O 9.952 4.730 -6.568 0.0 -0.2 -0.1
H 8.270 6.444 -5.608 -0.1 0.0 -0.1
H 7.001 5.330 -5.070 0.0 0.0 0.0
H 8.541 5.420 -4.207 0.0 0.0 0.0
H 7.995 4.261 -6.978 0.0 -0.1 0.0
H 8.047 2.398 -5.422 0.2 0.0 -0.1
H 9.296 3.165 -4.420 -0.1 0.1 0.0
```
Positions in Å, forces in eV/Å.

Calculated total energy = -132611.898 eV
Kohn-Sham gap = 8.60 eV
Strongest force on any atom = 2.61 eV Å⁻¹
HOMO level = -11.2 eV
Multiplicity = 1
Charge = +1
LUMO level = -2.56 eV

2.
A 11-piece molecular cluster, C51H96N2O10S2 overall, computed with ωB97M-V/def2-TZVPD.

The geometry in XYZ format:
```
161
Properties=species:S:1:pos:R:3:forces:R:3
C -7.104 1.083 -9.394 0.5 -0.6 1.4
C -6.109 -0.188 -9.042 1.1 -2.2 0.4
C -6.834 -1.584 -8.481 5.8 0.5 -0.5
C -5.771 -2.812 -8.099 1.0 3.8 -1.4
C -4.148 -2.617 -8.273 -1.3 1.9 -1.0
C -3.066 -3.818 -7.849 -0.4 1.8 1.0
C -2.469 -3.361 -6.356 1.2 0.4 2.1
C -0.977 -2.626 -6.228 -3.1 -0.9 4.3
C -0.516 -2.181 -4.697 -3.1 -1.5 -1.1
C -1.487 -2.463 -3.406 -1.5 -1.0 -2.9
C -2.966 -3.239 -3.489 2.7 1.2 -3.8
C -3.433 -3.685 -5.031 3.0 2.1 1.2
N -4.774 -4.361 -5.245 -4.2 5.4 2.8
C -5.818 -3.571 -4.785 4.2 0.8 -1.7
S -6.792 -2.180 -4.436 2.8 -5.0 -1.0
N -3.789 -3.501 -2.247 2.3 1.5 -0.1
C -3.973 -2.269 -1.389 -1.3 3.1 2.3
C -5.520 -1.912 -0.863 3.8 2.5 1.0
C -5.730 -0.557 0.094 3.9 -1.5 -1.7
C -4.417 0.385 0.478 -0.2 -2.9 -1.7
C -2.860 0.021 -0.008 -3.6 -2.5 -1.3
C -2.674 -1.316 -0.940 -3.8 0.7 0.6
S -1.000 -1.909 -1.644 -2.4 0.2 -1.1
C -3.438 -1.231 -8.877 -5.5 -0.2 0.6
C -4.487 -0.013 -9.258 -1.1 -3.7 1.6
H -6.673 1.777 -10.234 -0.9 -1.5 1.5
H -8.178 0.659 -9.616 2.2 1.0 0.2
H -7.184 1.721 -8.390 0.1 -1.3 -2.2
H -7.994 -1.703 -8.343 2.7 0.4 -0.4
H -6.232 -3.806 -7.684 1.3 2.1 -0.9
H -3.571 -4.868 -7.743 1.0 2.1 -0.4
H -2.200 -3.778 -8.649 -1.8 -0.3 1.8
H -0.281 -2.403 -7.167 -1.8 -0.6 2.3
H 0.544 -1.656 -4.604 -2.6 -1.2 0.1
H -3.187 -4.154 -1.661 -0.9 0.7 -0.6
H -6.417 -2.622 -1.175 2.2 1.7 0.7
H -6.833 -0.324 0.463 2.8 -0.3 -0.8
H -4.665 1.351 1.134 0.9 -2.4 -1.6
H -1.947 0.715 0.282 -2.3 -1.6 -0.7
H -2.267 -1.141 -9.019 -2.8 -0.2 0.4
H -4.074 0.997 -9.690 -1.0 -2.2 1.0
C -2.633 -5.494 2.539 -0.4 0.0 0.2
C -2.353 -6.004 1.134 0.5 0.2 0.6
C -1.029 -6.749 1.069 0.1 -0.3 -0.2
O -2.321 -4.904 0.230 0.0 0.2 -0.5
H -1.857 -4.792 2.863 0.1 -0.1 -0.1
H -3.583 -4.950 2.568 0.1 -0.1 -0.1
H -2.680 -6.319 3.257 0.0 0.3 -0.2
H -3.164 -6.668 0.815 0.0 0.2 -0.1
H -0.196 -6.091 1.341 -0.1 0.0 0.1
H -0.834 -7.099 0.050 -0.1 0.0 0.1
H -1.027 -7.611 1.743 0.0 0.1 0.0
H -1.604 -4.309 0.505 -0.3 -0.2 -0.1
C 1.095 1.614 -2.528 -0.1 0.1 -0.3
C 1.487 2.035 -1.120 0.1 -0.6 -0.3
C 2.642 1.199 -0.593 0.2 0.1 0.2
O 0.365 1.889 -0.254 -0.3 0.0 0.4
H 0.766 0.569 -2.547 0.1 0.0 0.1
H 0.255 2.216 -2.889 0.2 0.0 0.0
H 1.933 1.730 -3.222 -0.3 0.0 0.2
H 1.768 3.094 -1.117 -0.2 -0.1 0.1
H 2.368 0.139 -0.544 0.0 0.1 -0.1
H 2.906 1.504 0.425 0.0 0.0 -0.1
H 3.527 1.302 -1.230 -0.1 0.0 0.1
H 0.109 0.952 -0.250 0.2 0.3 -0.2
C 5.811 3.718 -4.764 0.0 0.2 -0.3
C 4.734 3.888 -3.705 0.5 -0.4 0.0
C 5.252 3.521 -2.323 -0.1 0.1 0.3
O 3.620 3.059 -4.026 -0.2 -0.2 -0.1
H 6.147 2.676 -4.817 0.0 0.0 0.2
H 5.420 3.974 -5.755 0.1 0.1 0.2
H 6.676 4.354 -4.553 -0.1 -0.1 -0.1
H 4.381 4.925 -3.702 -0.1 -0.3 -0.1
H 5.569 2.472 -2.290 0.1 0.1 -0.1
H 4.463 3.636 -1.573 0.1 0.1 -0.1
H 6.100 4.151 -2.039 -0.1 -0.1 0.0
H 3.923 2.137 -4.031 0.0 0.4 0.0
C -0.561 1.669 4.004 -0.1 -0.3 0.3
C 0.366 2.816 4.372 -0.3 0.0 -0.7
C -0.022 4.096 3.649 0.1 0.4 0.1
O 1.706 2.469 4.030 0.3 -0.1 0.0
H -0.514 1.456 2.930 0.0 0.2 0.0
H -0.263 0.751 4.522 -0.1 0.1 0.0
H -1.598 1.899 4.268 0.1 -0.1 -0.1
H 0.336 2.981 5.454 0.2 -0.1 -0.1
H 0.045 3.969 2.563 -0.1 -0.1 0.1
H 0.662 4.910 3.914 -0.1 -0.1 0.0
H -1.042 4.399 3.903 0.1 0.0 -0.1
H 1.742 2.320 3.071 -0.1 0.1 0.4
C 6.108 8.507 -4.131 0.2 0.0 0.3
C 6.213 7.573 -5.326 -0.4 0.6 -0.1
C 6.249 8.347 -6.634 0.2 -0.1 -0.3
O 5.097 6.687 -5.332 -0.2 -0.1 0.0
H 5.187 9.099 -4.176 0.1 0.0 -0.1
H 6.070 7.936 -3.198 0.1 0.1 -0.1
H 6.961 9.191 -4.089 -0.1 0.0 0.0
H 7.117 6.960 -5.235 -0.2 -0.1 0.0
H 5.333 8.933 -6.768 0.1 0.0 0.1
H 6.313 7.661 -7.485 0.1 0.1 0.2
H 7.107 9.026 -6.666 -0.1 0.0 0.0
H 4.290 7.222 -5.412 0.4 -0.2 0.0
C -2.022 -0.767 7.397 -0.1 0.4 0.0
C -2.458 -1.722 6.297 0.4 -0.2 0.5
C -2.782 -3.099 6.856 -0.3 -0.2 -0.1
O -1.416 -1.838 5.332 0.2 0.0 -0.2
H -1.116 -1.129 7.895 -0.1 -0.1 0.0
H -1.780 0.216 6.978 -0.1 -0.1 0.0
H -2.809 -0.644 8.148 0.1 0.0 0.0
H -3.337 -1.317 5.784 0.2 -0.1 -0.1
H -1.903 -3.544 7.335 0.0 0.2 0.1
H -3.082 -3.779 6.052 0.0 0.1 0.1
H -3.591 -3.046 7.591 0.1 0.0 0.0
H -0.632 -2.197 5.778 -0.4 0.2 -0.2
C 3.276 9.154 5.410 0.0 0.3 -0.1
C 2.226 8.059 5.318 0.7 -0.1 0.0
C 2.582 6.873 6.201 -0.2 -0.2 0.2
O 2.114 7.624 3.966 -0.1 -0.1 -0.3
H 4.253 8.789 5.074 -0.1 0.0 0.2
H 3.013 9.995 4.760 -0.1 -0.1 0.1
H 3.375 9.521 6.436 0.0 0.0 -0.1
H 1.250 8.459 5.616 0.0 -0.1 -0.3
H 3.535 6.427 5.893 0.0 0.2 0.0
H 1.824 6.088 6.115 0.1 0.1 0.0
H 2.660 7.172 7.251 0.0 -0.1 -0.1
H 2.975 7.267 3.693 -0.4 0.2 0.2
C 7.850 10.523 7.508 -0.1 0.4 0.0
C 6.799 9.428 7.417 0.7 -0.2 0.0
C 7.156 8.242 8.299 -0.2 -0.2 0.2
O 6.687 8.993 6.064 -0.1 -0.1 -0.3
H 8.827 10.158 7.172 -0.1 -0.1 0.1
H 7.586 11.365 6.859 0.0 -0.1 0.1
H 7.949 10.890 8.535 0.0 0.0 -0.1
H 5.824 9.828 7.714 0.1 -0.1 -0.3
H 8.108 7.797 7.991 0.0 0.2 0.0
H 6.397 7.457 8.214 0.1 0.2 0.0
H 7.234 8.541 9.349 0.0 -0.1 -0.1
H 7.549 8.636 5.791 -0.4 0.2 0.2
C -3.088 -10.079 4.898 -0.4 -0.1 -0.1
C -2.093 -9.420 3.957 0.2 -0.2 0.7
C -0.706 -10.026 4.104 0.2 -0.1 -0.3
O -2.030 -8.024 4.238 0.1 0.0 0.2
H -2.790 -9.941 5.943 0.1 -0.1 -0.1
H -4.079 -9.624 4.790 0.1 -0.1 -0.1
H -3.171 -11.151 4.697 0.0 0.1 0.1
H -2.435 -9.531 2.922 0.0 0.2 0.1
H -0.323 -9.887 5.121 -0.2 -0.1 0.0
H 0.003 -9.534 3.430 -0.1 -0.1 0.0
H -0.718 -11.097 3.879 0.0 0.1 0.0
H -1.727 -7.916 5.155 -0.1 -0.1 -0.4
C -3.697 -10.477 -1.329 -0.2 0.0 0.3
C -2.270 -9.963 -1.222 -0.2 -0.2 -0.7
C -1.935 -9.016 -2.363 0.2 0.3 0.0
O -1.368 -11.066 -1.244 0.2 -0.2 0.1
H -3.844 -11.036 -2.260 0.1 0.2 0.0
H -3.920 -11.167 -0.508 0.0 0.1 -0.1
H -4.417 -9.653 -1.299 0.0 -0.1 0.0
H -2.135 -9.448 -0.265 0.1 -0.2 -0.1
H -2.019 -9.523 -3.331 -0.1 0.0 0.1
H -0.901 -8.664 -2.280 -0.2 0.0 0.1
H -2.602 -8.148 -2.365 0.1 -0.1 -0.1
H -1.481 -11.530 -2.090 0.0 0.2 0.4
```
Positions in Å, forces in eV/Å.

Calculated total energy = -99541.835 eV
SMILES = Cc1ccc(Cc2ccc3c(c2N=C=S)Nc2ccccc2S3)cc1.CC(C)O.CC(C)O.CC(C)O.CC(C)O.CC(C)O.CC(C)O.CC(C)O.CC(C)O.CC(C)O.CC(C)O
Kohn-Sham gap = 6.84 eV
Strongest force on any atom = 7.41 eV Å⁻¹
HOMO level = -7.7 eV
Multiplicity = 1
Charge = 0
LUMO level = -0.87 eV

Which formula does entry 1 have? C51H79BFI2N2O22S